# 1
# C19H50F5O16P5

A cluster of 5 separate species, C19H50F5O16P5 in total (ωB97M-V with the def2-TZVPD basis set, the Open Molecules 2025 dataset).

ORCA input file:
```
! RIJCOSX wB97M-V def2-TZVPD def2/J DEFGRID3
* xyz 0 1
C 11.3999 0.4445 1.2083
C 11.6512 1.9709 1.2386
C 10.3711 2.8551 1.0795
C 9.0598 2.1729 1.5314
C 7.9504 3.1954 1.9270
P 6.2982 2.2235 2.1276
C 4.7119 1.0866 2.2758
F 3.6483 1.7845 2.6985
F 5.0677 0.0845 3.1452
C 4.4729 0.3844 0.8876
F 3.2612 0.7691 0.4272
F 5.4331 0.6472 0.0072
F 4.4505 -0.9451 0.9797
H 12.3205 -0.1188 0.9944
H 11.1020 0.1250 2.2208
H 10.6063 0.1258 0.5213
H 12.3747 2.2454 0.4549
H 12.1257 2.2261 2.1990
H 10.3333 3.2131 0.0395
H 10.5291 3.7483 1.7076
H 9.2392 1.5430 2.4147
H 8.6678 1.5996 0.6756
H 8.1955 3.5689 2.9364
H 7.8537 4.0053 1.1893
H 6.0696 2.7355 3.4298
H 7.0414 1.0084 2.0193
H 5.7054 2.9348 1.0421
C 2.6683 -0.0401 -7.3146
O 3.6890 0.1169 -6.3163
P 3.2554 -0.3138 -4.7462
O 2.3064 0.8215 -4.4660
O 4.7721 -0.0113 -4.2476
C 5.2782 1.3149 -4.3588
O 2.9127 -1.2486 -3.4073
C 3.4715 -0.8676 -2.1586
H 3.1474 -0.0435 -8.2921
H 2.1325 -0.9791 -7.1841
H 1.9687 0.7942 -7.2624
H 4.4774 2.0555 -4.3737
H 5.8749 1.4057 -5.2668
H 5.9163 1.5062 -3.4958
H 3.3640 0.2034 -1.9903
H 4.5200 -1.1593 -2.1051
H 2.9307 -1.4024 -1.3780
C 3.2116 -1.7540 3.7492
O 2.0202 -2.5036 4.0484
P 0.5925 -1.6156 4.1078
O 0.8610 -0.8557 5.3798
O -0.2477 -2.9849 4.3521
C 0.0043 -3.7411 5.5320
O -0.7631 -0.7757 3.6091
C -2.0042 -1.0575 4.2382
H 3.9793 -2.4550 3.4268
H 3.0302 -1.0429 2.9520
H 3.5554 -1.2326 4.6410
H 0.4181 -3.1231 6.3299
H 0.6943 -4.5545 5.3067
H -0.9416 -4.1636 5.8709
H -1.9009 -1.1184 5.3222
H -2.4240 -1.9835 3.8461
H -2.6910 -0.2471 3.9921
C -3.3832 0.7489 1.1260
O -4.5946 -0.0147 1.2394
P -6.0166 0.7735 0.7699
O -6.0647 1.7122 1.9574
O -6.8272 -0.6067 1.0736
C -6.7807 -1.1556 2.3861
O -7.3988 1.4526 0.0508
C -8.6711 1.1428 0.5952
H -2.5411 0.0588 1.1433
H -3.3601 1.3071 0.1912
H -3.2981 1.4351 1.9689
H -6.5617 -0.3946 3.1369
H -6.0240 -1.9391 2.4309
H -7.7554 -1.5926 2.6038
H -8.6543 1.1959 1.6849
H -8.9948 0.1549 0.2676
H -9.3869 1.8719 0.2143
C -13.5600 -1.3642 -4.5373
O -12.4479 -1.5710 -3.6527
P -11.0991 -0.5983 -3.9259
O -10.6450 -1.2194 -5.2205
O -10.3741 -1.2427 -2.6222
C -10.0833 -2.6371 -2.6171
O -10.0920 0.7321 -3.9316
C -8.7324 0.5502 -3.5633
H -14.4460 -1.7962 -4.0753
H -13.7354 -0.3027 -4.7061
H -13.3736 -1.8630 -5.4885
H -9.9961 -3.0375 -3.6280
H -10.8654 -3.1736 -2.0794
H -9.1350 -2.7822 -2.0997
H -8.3044 -0.3299 -4.0456
H -8.6395 0.4761 -2.4805
H -8.1777 1.4315 -3.8853
*
```

Values from the calculation:
- lowest unoccupied orbital energy (eV) = -2.18
- SMILES = CCCCC[PH3]C(F)(F)C(F)(F)F.COP(=O)(OC)OC.COP(=O)(OC)OC.COP(=O)(OC)OC.COP(=O)(OC)OC
- Kohn-Sham gap (eV) = 6.89

=====

# 2
# C19H50N2O7

A cluster of 7 separate species, C19H50N2O7 in total (ωB97M-V with the def2-TZVPD basis set, the Open Molecules 2025 dataset).

ORCA input file:
```
! RIJCOSX wB97M-V def2-TZVPD def2/J DEFGRID3
* xyz 0 1
C 19.4500 -25.0135 6.7193
C 18.0075 -25.2276 7.0989
C 17.3093 -25.9347 5.9746
C 17.7626 -26.1827 8.3287
C 18.2665 -25.5346 9.6630
C 17.5510 -24.2626 9.8905
C 17.5324 -23.2572 8.6971
C 16.4337 -22.1700 9.0203
C 18.8387 -22.4966 8.6015
N 17.2243 -23.9869 7.4589
O 17.0686 -23.0930 6.3908
H 19.8143 -25.7483 6.0014
H 19.5892 -24.0683 6.1946
H 20.1698 -25.0950 7.5337
H 17.9727 -26.7250 5.6234
H 16.3419 -26.3483 6.2594
H 17.2188 -25.2112 5.1643
H 16.7439 -26.5688 8.2927
H 18.4266 -27.0414 8.2292
H 17.9713 -26.2431 10.4369
H 19.3377 -25.6486 9.8294
H 18.1011 -23.7856 10.7017
H 16.5476 -24.4063 10.2913
H 16.1721 -21.4951 8.2053
H 16.7638 -21.6009 9.8894
H 15.4758 -22.6075 9.3013
H 18.6611 -21.6766 7.9057
H 19.7305 -22.9008 8.1224
H 19.2335 -22.2364 9.5836
H 17.9199 -22.9913 5.9590
C 12.3914 -24.7522 18.5857
C 13.8081 -24.0597 18.1979
C 14.8359 -25.2028 18.1561
C 13.6920 -23.3430 16.7990
C 14.7478 -22.2845 16.4756
C 14.9009 -21.3665 17.8013
C 15.1903 -22.1863 19.0743
C 16.6268 -22.6199 19.1633
C 15.1053 -21.1907 20.2161
N 14.1733 -23.2091 19.2603
O 14.2059 -23.8226 20.5129
H 11.8992 -25.2812 17.7697
H 12.4322 -25.3934 19.4662
H 11.6625 -23.9565 18.7400
H 15.6333 -24.6493 17.6602
H 15.2096 -25.5340 19.1250
H 14.5265 -26.0520 17.5467
H 13.7195 -23.9841 15.9179
H 12.6749 -22.9952 16.6184
H 15.7091 -22.7353 16.2289
H 14.4758 -21.6073 15.6659
H 13.9385 -20.8548 17.7892
H 15.6052 -20.5607 17.5942
H 17.2863 -21.8136 19.4845
H 17.0202 -23.0257 18.2313
H 16.7681 -23.2699 20.0268
H 14.1094 -20.7598 20.3185
H 15.7296 -20.3109 20.0603
H 15.3200 -21.6610 21.1758
H 13.2970 -23.7640 20.8163
C 7.6157 -13.0274 9.8587
O 6.8962 -13.2072 8.6202
H 7.8188 -11.9731 10.0468
H 7.1968 -13.5800 10.6996
H 8.5545 -13.5645 9.7237
H 6.1791 -12.5707 8.6662
O 11.1776 -18.6318 11.6505
H 11.1812 -18.1017 10.8536
H 12.1013 -18.7166 11.8865
O 6.5776 -19.7880 13.4420
H 7.4778 -19.5375 13.2344
H 6.0927 -18.9627 13.4422
O 10.2843 -18.0511 6.9530
H 9.6664 -18.0147 6.2228
H 10.8164 -18.8275 6.7787
O 6.1330 -17.8669 8.0877
H 7.0792 -17.9784 8.1795
H 6.0035 -16.9186 8.0714
*
```

Values from the calculation:
- lowest unoccupied orbital energy (eV) = 0.26
- SMILES = CC1(C)CCCC(C)(C)N1O.CC1(C)CCCC(C)(C)N1O.CO.O.O.O.O
- Kohn-Sham gap (eV) = 8.26
- energy above the lowest of the compared OMol25 structures with the same formula, charge and spin (kJ/mol) = 541.8

=====

What is the lowest unoccupied orbital energy in the second record?
0.26 eV

=====

Which of these has the lowest lowest unoccupied orbital energy?
C19H50F5O16P5

=====

Look up the Kohn-Sham gap of the first one.
6.89 eV

=====

Which of these has the lowest Kohn-Sham gap?
C19H50F5O16P5